{
  "formula": "C39H40N4O2SiTeTl",
  "method": "ωB97M-V/def2-TZVPD",
  "lumo_ha": 0.08090,
  "charge": -1,
  "homo_energy_ev": -3.75,
  "total_energy_ev": -71014.281,
  "molar_mass_g_mol": 956.844,
  "species": ["Tl", "O", "C", "N", "C", "O", "C", "C", "C", "C", "C", "N", "C", "C", "C", "C", "C", "N", "H", "H", "H", "H", "H", "H", "H", "H", "C", "Si", "C", "N", "C", "C", "C", "C", "C", "C", "C", "C", "C", "C", "C", "C", "C", "C", "C", "C", "C", "H", "H", "H", "H", "H", "H", "H", "H", "H", "H", "H", "H", "H", "H", "H", "H", "H", "H", "H", "H", "H", "H", "H", "H", "C", "Te", "C", "C", "C", "C", "C", "C", "C", "H", "H", "H", "H", "H", "H", "H", "H"],
  "positions_angstrom": [[-0.97037, -0.07333, -0.72102], [-2.95431, -3.82534, -2.46902], [-2.27225, -2.82156, -2.64426], [-1.03067, -2.55775, -2.18279], [-0.03342, -3.44007, -2.30115], [0.01707, -4.47368, -2.96992], [1.23531, -3.03177, -1.55715], [2.18370, -4.01808, -1.29875], [3.33711, -3.67990, -0.61876], [3.52504, -2.35764, -0.23927], [2.53633, -1.44072, -0.55179], [1.40675, -1.76265, -1.18556], [-2.91501, -1.65328, -3.38206], [-4.00282, -1.89718, -4.21445], [-4.54846, -0.84218, -4.92328], [-4.00692, 0.42576, -4.76377], [-2.93925, 0.57763, -3.89286], [-2.39842, -0.43646, -3.22277], [1.97671, -5.02184, -1.64248], [4.08276, -4.43175, -0.38973], [4.41646, -2.03355, 0.28289], [2.65819, -0.39646, -0.28987], [-4.38217, -2.90687, -4.28326], [-5.38562, -1.00284, -5.59241], [-4.40208, 1.28070, -5.29701], [-2.49072, 1.55195, -3.72053], [-0.16745, 2.06254, -1.76679], [1.01510, 2.96359, -0.73912], [0.52546, 2.91107, 1.10585], [0.16148, 1.58854, 1.61095], [1.29335, 0.70441, 1.91947], [1.47990, 0.45910, 3.42210], [1.19392, 1.72766, 4.22170], [-0.24992, 2.21627, 3.97722], [-0.81072, 1.59735, 2.69165], [2.76323, 2.27705, -0.97943], [3.80578, 2.60083, -0.10416], [5.08960, 2.10610, -0.28851], [5.36391, 1.27858, -1.37229], [4.34884, 0.95210, -2.26014], [3.06358, 1.44496, -2.05961], [1.22065, 4.84590, -1.01633], [0.20359, 5.73457, -0.64978], [0.30301, 7.10042, -0.87950], [1.43408, 7.62028, -1.49574], [2.45463, 6.76112, -1.87830], [2.34509, 5.39612, -1.63861], [0.13247, 1.96120, -2.81453], [-1.16626, 2.51826, -1.72915], [-0.36797, 3.54585, 1.16932], [1.28351, 3.42471, 1.72733], [2.20075, 1.15351, 1.51164], [1.15902, -0.26241, 1.42141], [2.49687, 0.10280, 3.60345], [0.81107, -0.34164, 3.75130], [1.90483, 2.50322, 3.92046], [1.36418, 1.55043, 5.28581], [-0.26059, 3.30570, 3.88847], [-0.89902, 1.96650, 4.82173], [-1.70563, 2.12957, 2.36022], [-1.11768, 0.56159, 2.86436], [3.61073, 3.25418, 0.74233], [5.87682, 2.36544, 0.41008], [6.36397, 0.88829, -1.52007], [4.55082, 0.29827, -3.10030], [2.27008, 1.15094, -2.73952], [-0.70096, 5.35518, -0.18208], [-0.50413, 7.75933, -0.58057], [1.51687, 8.68502, -1.67786], [3.34043, 7.15358, -2.36437], [3.15837, 4.74516, -1.94376], [-1.44388, -3.85968, 3.45747], [-0.65686, -3.18025, 1.57574], [-2.67423, -3.39131, 0.92487], [-3.30508, -4.37662, 1.87272], [-4.46626, -5.06383, 1.53068], [-5.03616, -5.97229, 2.41109], [-4.44577, -6.20182, 3.64677], [-3.28655, -5.52158, 3.99278], [-2.70755, -4.61127, 3.11384], [-1.66743, -2.99909, 4.08998], [-0.72483, -4.49134, 3.97672], [-2.68673, -3.74104, -0.10618], [-3.15986, -2.41496, 0.96861], [-4.90987, -4.89403, 0.55577], [-5.93215, -6.51059, 2.12654], [-4.87911, -6.91816, 4.33450], [-2.81627, -5.70654, 4.95283]],
  "forces_ev_per_a": [[-0.12, -0.04, -0.04], [-0.01, -0.06, -0.07], [0.04, 0.07, 0.22], [0.04, -0.01, -0.21], [-0.05, 0.05, 0.02], [-0.01, 0.02, 0.06], [-0.04, -0.04, -0.02], [0.00, -0.02, -0.03], [0.00, 0.01, 0.00], [0.00, -0.01, 0.00], [0.00, -0.05, -0.02], [0.03, 0.07, 0.14], [0.05, -0.02, 0.00], [-0.01, 0.00, -0.01], [-0.01, -0.02, 0.00], [0.01, 0.01, 0.01], [-0.02, 0.00, 0.02], [0.00, 0.10, -0.01], [0.01, 0.02, 0.01], [0.00, 0.00, 0.00], [-0.01, -0.01, -0.01], [-0.01, -0.06, 0.01], [0.00, 0.01, 0.00], [0.01, 0.00, 0.01], [0.01, -0.01, 0.00], [-0.01, -0.03, 0.00], [0.00, 0.00, -0.03], [0.02, 0.00, 0.00], [0.00, 0.01, 0.02], [0.02, -0.03, -0.04], [-0.04, 0.02, 0.01], [0.00, 0.01, 0.02], [-0.02, 0.00, 0.01], [0.02, 0.03, 0.01], [0.03, 0.01, -0.04], [0.04, 0.00, 0.01], [0.00, -0.01, -0.03], [-0.01, -0.01, -0.01], [-0.04, 0.01, 0.00], [-0.01, 0.05, 0.01], [-0.01, 0.01, -0.04], [0.01, 0.01, -0.02], [-0.02, 0.01, -0.01], [0.02, -0.03, -0.01], [0.00, -0.04, 0.00], [-0.03, 0.00, 0.02], [0.01, 0.01, 0.01], [-0.03, -0.03, 0.04], [0.02, 0.01, -0.02], [0.01, -0.04, 0.00], [-0.02, -0.01, 0.00], [0.01, 0.01, -0.01], [-0.03, 0.01, 0.00], [0.00, 0.01, 0.00], [-0.02, 0.00, 0.00], [-0.01, -0.01, -0.03], [0.01, 0.02, 0.00], [-0.01, -0.01, 0.03], [0.01, -0.03, -0.02], [0.01, 0.02, -0.01], [-0.01, 0.00, 0.01], [0.00, -0.02, -0.02], [0.00, 0.00, -0.01], [-0.01, 0.00, 0.00], [0.00, 0.00, 0.01], [0.04, 0.01, 0.04], [0.03, 0.00, -0.01], [0.01, 0.00, 0.00], [0.00, 0.00, 0.00], [0.00, 0.00, 0.00], [-0.03, 0.01, 0.01], [-0.10, -0.04, 0.00], [0.15, 0.02, 0.10], [-0.03, 0.01, -0.04], [0.00, -0.03, 0.00], [-0.01, 0.00, 0.00], [0.02, 0.02, -0.01], [0.02, 0.02, 0.00], [-0.01, 0.01, 0.00], [0.00, 0.01, -0.02], [0.03, -0.01, 0.00], [0.00, -0.01, -0.03], [0.00, 0.00, 0.00], [0.01, -0.01, -0.02], [0.01, -0.01, 0.03], [0.01, 0.01, 0.01], [0.00, 0.01, -0.01], [-0.01, 0.00, -0.02]]
}